{"formula": "C37H64BrClNO9PSSiW", "method": "the ωB97M-V functional and the def2-TZVPD basis", "species": ["W", "O", "Cl", "O", "O", "O", "O", "C", "O", "C", "C", "C", "C", "C", "C", "S", "H", "H", "H", "H", "O", "N", "O", "O", "C", "C", "C", "C", "Si", "Br", "C", "C", "C", "C", "C", "C", "C", "C", "H", "H", "H", "H", "H", "H", "H", "H", "H", "H", "H", "H", "H", "H", "H", "H", "H", "H", "H", "H", "H", "H", "H", "H", "H", "H", "H", "C", "C", "C", "C", "C", "C", "P", "C", "C", "C", "C", "C", "C", "C", "C", "C", "C", "C", "C", "H", "H", "H", "H", "H", "H", "H", "H", "H", "H", "H", "H", "H", "H", "H", "H", "H", "H", "H", "H", "H", "H", "H", "H", "H", "H", "H", "H", "H", "H", "H", "H", "H"], "positions_angstrom": [[0.43, -0.09, -0.02], [-1.43, -0.33, 3.68], [-1.94, -0.32, 2.35], [-2.78, -1.42, 2.03], [-0.49, -0.76, 1.45], [0.02, 1.78, 1.43], [3.27, -2.58, -0.07], [2.25, -2.39, -0.66], [1.18, -1.80, -0.01], [1.88, -2.77, -2.03], [2.64, -3.76, -2.64], [2.34, -4.20, -3.91], [1.26, -3.63, -4.59], [0.51, -2.63, -3.99], [0.80, -2.19, -2.71], [-0.27, -0.89, -2.14], [3.47, -4.19, -2.09], [2.93, -4.97, -4.38], [1.01, -3.96, -5.59], [-0.31, -2.18, -4.54], [2.21, 0.12, -1.42], [1.96, 1.34, -1.66], [2.53, 2.05, -2.40], [0.93, 1.71, -0.95], [-5.92, -2.48, -2.29], [-4.92, -1.86, -1.29], [-3.58, -2.62, -1.34], [-5.52, -2.03, 0.11], [-4.70, -0.08, -1.87], [-1.91, 1.04, -0.63], [-5.61, 1.28, -0.94], [-7.11, 0.95, -1.21], [-5.33, 2.70, -1.46], [-5.37, 1.26, 0.57], [-4.13, 0.25, -3.64], [-3.42, -0.93, -4.33], [-3.26, 1.49, -3.84], [-5.50, 0.48, -4.35], [-6.08, -3.52, -2.00], [-5.56, -2.50, -3.32], [-6.89, -1.99, -2.27], [-3.75, -3.64, -0.98], [-2.83, -2.17, -0.69], [-3.17, -2.69, -2.35], [-5.63, -3.10, 0.30], [-6.51, -1.59, 0.19], [-4.89, -1.62, 0.89], [-7.38, 1.00, -2.26], [-7.71, 1.69, -0.68], [-7.40, -0.03, -0.82], [-5.57, 2.82, -2.51], [-4.29, 2.99, -1.30], [-5.96, 3.40, -0.90], [-5.72, 0.35, 1.04], [-5.91, 2.09, 1.02], [-4.31, 1.39, 0.82], [-2.47, -1.15, -3.85], [-3.22, -0.63, -5.36], [-4.02, -1.83, -4.36], [-2.27, 1.36, -3.42], [-3.70, 2.40, -3.44], [-3.14, 1.64, -4.92], [-6.18, -0.36, -4.26], [-5.30, 0.62, -5.41], [-6.00, 1.38, -4.00], [7.01, -0.22, 0.91], [6.62, 0.50, 2.21], [5.19, 1.08, 2.13], [4.32, 0.17, 1.23], [4.81, 0.33, -0.22], [6.35, 0.46, -0.28], [2.53, 0.42, 1.60], [2.05, -0.49, 3.16], [1.91, -2.03, 3.06], [3.19, -2.81, 3.31], [3.81, -2.43, 4.65], [4.09, -0.94, 4.69], [2.82, -0.12, 4.44], [2.31, 2.20, 2.07], [2.83, 3.26, 1.06], [1.76, 4.25, 0.59], [1.05, 4.89, 1.77], [0.48, 3.84, 2.75], [0.86, 2.40, 2.47], [6.70, -1.27, 0.95], [8.09, -0.23, 0.80], [7.31, 1.32, 2.40], [6.70, -0.18, 3.06], [5.21, 2.08, 1.69], [4.79, 1.19, 3.14], [4.47, -0.87, 1.54], [4.38, 1.21, -0.69], [4.50, -0.54, -0.80], [6.63, 1.52, -0.28], [6.70, 0.04, -1.22], [1.03, -0.12, 3.28], [1.44, -2.33, 2.13], [1.20, -2.30, 3.85], [3.91, -2.64, 2.50], [2.96, -3.88, 3.28], [4.73, -2.99, 4.81], [3.13, -2.71, 5.45], [4.85, -0.70, 3.95], [4.50, -0.65, 5.66], [3.03, 0.95, 4.50], [2.12, -0.33, 5.26], [2.89, 2.30, 2.99], [3.32, 2.80, 0.20], [3.61, 3.83, 1.56], [1.04, 3.77, -0.06], [2.25, 5.02, -0.02], [0.25, 5.53, 1.40], [1.74, 5.54, 2.30], [-0.61, 3.90, 2.84], [0.85, 4.04, 3.76], [-0.62, 2.40, 1.05], [0.64, 1.82, 3.37]], "lowdin_charge": [1.450, -0.320, 1.013, -0.338, -0.646, -0.273, 0.172, -0.476, -0.320, -0.146, 0.019, -0.030, -0.033, -0.096, -0.471, 0.713, 0.134, 0.122, 0.122, 0.100, -0.144, -0.484, 0.229, -0.256, -0.064, -0.595, -0.075, -0.081, 1.024, 0.437, -0.617, -0.060, -0.085, -0.088, -0.600, -0.086, -0.096, -0.066, 0.106, 0.064, 0.087, 0.104, 0.050, 0.064, 0.104, 0.076, 0.052, 0.081, 0.108, 0.069, 0.072, 0.070, 0.100, 0.067, 0.101, 0.025, 0.025, 0.103, 0.072, 0.031, 0.064, 0.101, 0.084, 0.108, 0.070, -0.182, -0.165, -0.190, -0.374, -0.184, -0.168, 1.181, -0.383, -0.181, -0.185, -0.182, -0.181, -0.168, -0.335, -0.152, -0.183, -0.156, -0.102, -0.318, 0.118, 0.119, 0.122, 0.106, 0.113, 0.090, 0.093, 0.082, 0.096, 0.121, 0.119, 0.056, 0.078, 0.132, 0.095, 0.124, 0.120, 0.123, 0.078, 0.127, 0.098, 0.133, 0.113, 0.087, 0.127, 0.090, 0.129, 0.118, 0.121, 0.128, 0.134, 0.038, 0.134], "homo_energy_ev": -13.679, "e_above_lowest_kcal_mol": 0.0, "total_charge": 2, "total_energy_ev": -171697.889, "orbital_gap_ev": 6.4, "multiplicity": 1, "e_lumo_ev": -7.26}

---

{"formula": "C5H10O", "method": "the ωB97M-V functional and the def2-TZVPD basis", "species": ["C", "O", "C", "C", "C", "C", "H", "H", "H", "H", "H", "H", "H", "H", "H", "H"], "positions_angstrom": [[-1.64, -1.72, 0.28], [-0.33, -1.34, 0.59], [-0.16, 0.00, 1.00], [1.06, 0.57, 0.31], [0.96, 1.77, -0.59], [1.11, 0.40, -1.18], [-2.19, -0.92, -0.25], [-1.58, -2.59, -0.39], [-2.22, -2.01, 1.17], [-1.06, 0.59, 0.74], [-0.05, 0.04, 2.09], [2.00, 0.44, 0.85], [1.82, 2.44, -0.64], [0.00, 2.27, -0.69], [0.24, -0.06, -1.64], [2.05, 0.11, -1.63]], "lowdin_charge": [-0.124, -0.195, -0.205, -0.269, -0.120, -0.121, 0.085, 0.088, 0.086, 0.120, 0.125, 0.134, 0.096, 0.098, 0.103, 0.101], "homo_energy_ev": -9.658, "smiles": "COCC1CC1", "e_above_lowest_kcal_mol": 39.6, "total_energy_ev": -7393.047, "orbital_gap_ev": 10.8, "multiplicity": 1, "e_lumo_ev": 1.18}

---

{"formula": "C6H6LaO2", "method": "the ωB97M-V functional and the def2-TZVPD basis", "species": ["O", "C", "C", "C", "La", "H", "H", "H", "C", "O", "C", "C", "H", "H", "H"], "positions_angstrom": [[-0.39, -0.33, -2.23], [0.56, 0.04, -1.53], [0.66, -0.08, -0.06], [1.91, 0.08, 0.44], [-1.72, -2.47, -2.84], [1.52, 0.08, -2.07], [2.09, 0.13, 1.51], [2.73, 0.44, -0.19], [-0.77, -1.79, 0.58], [-1.47, -2.27, -0.25], [-1.26, 1.53, 1.04], [-0.64, 0.35, 1.15], [-1.87, 1.91, 1.87], [-0.90, 2.33, 0.39], [-0.46, 0.05, 2.19]], "lowdin_charge": [-0.205, -0.160, -0.220, 0.230, 2.659, 0.164, 0.127, 0.122, 0.115, -0.149, 0.106, -0.130, 0.108, 0.104, 0.129], "homo_energy_ev": -19.865, "total_charge": 3, "total_energy_ev": -11235.574, "orbital_gap_ev": 4.8, "multiplicity": 1, "e_lumo_ev": -15.09}

---

{"formula": "C21H53Li2N3O3", "method": "the ωB97M-V functional and the def2-TZVPD basis", "species": ["Li", "Li", "O", "H", "O", "H", "C", "C", "N", "C", "C", "C", "C", "H", "H", "H", "H", "H", "H", "H", "H", "H", "H", "H", "H", "H", "H", "H", "C", "C", "N", "C", "C", "C", "C", "H", "H", "H", "H", "H", "H", "H", "H", "H", "H", "H", "H", "H", "H", "H", "C", "C", "N", "C", "C", "C", "C", "H", "H", "H", "H", "H", "H", "H", "H", "H", "H", "H", "H", "H", "H", "H", "C", "C", "O", "C", "H", "H", "H", "H", "H", "H"], "positions_angstrom": [[0.47, 3.84, 0.90], [-4.08, 3.18, -0.60], [-1.79, 1.01, 1.51], [-1.69, 0.61, 2.40], [-1.86, 6.18, -1.13], [-2.08, 6.84, -1.81], [4.93, 2.66, -3.20], [3.91, 3.02, -2.15], [4.32, 3.20, -0.73], [5.38, 4.23, -0.61], [5.11, 5.64, -1.25], [4.74, 1.92, -0.16], [5.03, 1.92, 1.35], [5.76, 3.36, -3.16], [4.53, 2.65, -4.22], [5.28, 1.64, -3.03], [3.50, 3.96, -2.51], [3.04, 2.37, -2.25], [5.67, 4.35, 0.43], [6.26, 3.88, -1.16], [5.79, 6.43, -0.91], [5.34, 5.55, -2.31], [4.09, 5.95, -1.03], [5.56, 1.48, -0.73], [3.91, 1.21, -0.25], [5.10, 0.93, 1.79], [4.27, 2.47, 1.90], [5.98, 2.42, 1.52], [2.00, -5.33, -1.15], [3.26, -6.02, -1.76], [4.54, -5.55, -1.25], [5.70, -5.79, -2.13], [6.96, -5.00, -1.65], [4.73, -5.75, 0.19], [5.11, -7.20, 0.60], [1.86, -5.71, -0.14], [1.14, -5.46, -1.82], [2.13, -4.27, -0.95], [3.20, -7.10, -1.61], [3.16, -5.98, -2.85], [5.91, -6.86, -2.10], [5.29, -5.46, -3.08], [7.75, -4.98, -2.39], [6.81, -3.95, -1.41], [7.45, -5.42, -0.77], [3.81, -5.48, 0.71], [5.59, -5.16, 0.50], [5.01, -7.29, 1.68], [6.15, -7.37, 0.32], [4.54, -8.01, 0.13], [-7.80, 3.43, 1.41], [-8.20, 2.28, 0.50], [-7.75, 2.46, -0.93], [-8.17, 1.26, -1.67], [-7.14, 0.15, -1.49], [-8.39, 3.67, -1.50], [-7.69, 3.98, -2.83], [-8.45, 4.30, 1.33], [-6.80, 3.83, 1.25], [-7.88, 3.12, 2.46], [-7.79, 1.32, 0.83], [-9.27, 2.07, 0.57], [-8.19, 1.44, -2.74], [-9.17, 0.94, -1.35], [-6.17, 0.57, -1.72], [-7.22, -0.69, -2.17], [-6.93, -0.07, -0.44], [-9.45, 3.53, -1.70], [-8.24, 4.53, -0.85], [-6.61, 3.90, -2.66], [-7.88, 3.32, -3.67], [-7.86, 4.97, -3.26], [-3.42, -0.89, 6.78], [-2.88, -2.30, 6.43], [-3.59, -3.30, 6.45], [-1.46, -2.38, 5.83], [-2.60, -0.28, 7.16], [-4.30, -1.04, 7.41], [-3.80, -0.44, 5.86], [-0.70, -2.19, 6.59], [-1.32, -1.80, 4.92], [-1.42, -3.43, 5.57]], "lowdin_charge": [0.843, 0.805, -0.664, -0.200, -0.688, -0.188, -0.093, -0.267, -0.178, -0.239, -0.071, -0.272, -0.090, 0.062, 0.080, 0.068, 0.099, 0.112, 0.100, 0.098, 0.068, 0.059, 0.071, 0.109, 0.113, 0.073, 0.068, 0.060, -0.080, -0.257, -0.221, -0.221, -0.088, -0.228, -0.084, 0.055, 0.067, 0.071, 0.098, 0.103, 0.104, 0.109, 0.062, 0.072, 0.058, 0.098, 0.096, 0.068, 0.057, 0.063, -0.089, -0.241, -0.185, -0.269, -0.082, -0.241, -0.091, 0.066, 0.067, 0.076, 0.100, 0.114, 0.104, 0.115, 0.059, 0.078, 0.064, 0.119, 0.103, 0.061, 0.061, 0.073, -0.022, -0.457, 0.039, -0.026, 0.073, 0.076, 0.083, 0.078, 0.082, 0.074], "homo_energy_ev": -6.514, "e_above_lowest_kcal_mol": 62.2, "total_energy_ev": -33652.095, "orbital_gap_ev": 5.3, "multiplicity": 1, "e_lumo_ev": -1.16}

---

{"formula": "C6H11N3", "method": "the ωB97M-V functional and the def2-TZVPD basis", "species": ["C", "C", "N", "C", "C", "C", "C", "N", "N", "H", "H", "H", "H", "H", "H", "H", "H", "H", "H", "H"], "positions_angstrom": [[-2.92, 0.55, 0.80], [-2.42, -0.79, 0.23], [-1.42, -0.65, -0.85], [-0.25, -0.01, -0.50], [0.18, 1.31, -0.44], [1.57, 1.28, -0.05], [1.91, -0.04, 0.15], [3.13, -0.72, 0.50], [0.84, -0.79, -0.14], [-2.05, 1.17, 1.14], [-3.65, 0.42, 1.64], [-3.42, 1.10, 0.01], [-2.04, -1.50, 1.02], [-3.28, -1.33, -0.23], [-1.90, -0.28, -1.70], [-0.39, 2.25, -0.61], [2.24, 2.12, 0.10], [3.58, -0.27, 1.32], [3.78, -0.62, -0.28], [0.85, -1.78, -0.14]], "lowdin_charge": [-0.106, -0.270, -0.025, -0.365, -0.042, -0.061, -0.404, 0.065, 0.132, 0.069, 0.076, 0.062, 0.118, 0.107, 0.138, 0.108, 0.093, 0.089, 0.074, 0.144], "homo_energy_ev": -7.716, "smiles": "CCNc1ccc(N)[nH]1", "e_above_lowest_kcal_mol": 12.1, "total_energy_ev": -10870.293, "orbital_gap_ev": 8.8, "multiplicity": 1, "e_lumo_ev": 1.07}

---

{"formula": "C6H8OS", "method": "the ωB97M-V functional and the def2-TZVPD basis", "species": ["C", "C", "C", "O", "C", "C", "C", "S", "H", "H", "H", "H", "H", "H", "H", "H"], "positions_angstrom": [[2.84, -0.69, 0.69], [1.82, -0.33, -0.11], [0.57, 0.22, 0.39], [0.28, 0.13, 1.56], [-0.28, 0.94, -0.66], [-1.59, 0.19, -0.76], [-2.40, -0.16, 0.40], [-1.75, -1.61, -0.49], [3.73, -1.29, 0.46], [2.58, -0.69, 1.78], [1.92, -0.26, -1.21], [-0.39, 1.95, -0.34], [0.20, 0.98, -1.67], [-2.13, 0.49, -1.67], [-3.46, 0.00, 0.29], [-1.92, 0.14, 1.34]], "lowdin_charge": [0.061, -0.109, -0.475, 0.075, -0.123, -0.607, -0.414, 0.827, 0.071, 0.084, 0.108, 0.113, 0.126, 0.106, 0.075, 0.078], "homo_energy_ev": -8.887, "smiles": "C=CC(=O)C[C@@H]1CS1", "e_above_lowest_kcal_mol": 37.9, "total_energy_ev": -19232.622, "orbital_gap_ev": 9.0, "multiplicity": 1, "e_lumo_ev": 0.11}

---

{"formula": "C26H18Cl2CoF3N3S", "method": "the ωB97M-V functional and the def2-TZVPD basis", "species": ["Co", "Cl", "C", "C", "C", "C", "C", "Cl", "C", "S", "H", "H", "H", "F", "C", "F", "F", "C", "C", "C", "N", "C", "C", "H", "H", "H", "H", "C", "C", "C", "C", "C", "C", "C", "C", "N", "H", "H", "H", "H", "H", "H", "N", "C", "C", "C", "C", "C", "C", "H", "H", "H", "H", "H"], "positions_angstrom": [[0.23, -0.62, 0.74], [2.35, -1.31, 1.48], [3.03, 0.26, 2.05], [4.35, 0.23, 2.49], [4.95, 1.40, 2.91], [4.18, 2.59, 2.95], [2.86, 2.63, 2.52], [2.09, 4.17, 2.37], [2.21, 1.41, 2.09], [0.57, 1.45, 1.53], [4.86, -0.71, 2.59], [5.99, 1.44, 3.18], [4.65, 3.52, 3.31], [2.44, 1.03, -5.72], [2.03, -0.22, -5.35], [1.12, -0.60, -6.27], [3.13, -1.05, -5.51], [1.59, -0.27, -3.94], [2.20, 0.51, -2.98], [1.83, 0.39, -1.67], [1.02, -0.60, -1.22], [0.54, -1.47, -2.14], [0.74, -1.28, -3.52], [2.80, 1.36, -3.16], [2.26, 1.02, -0.89], [0.12, -2.37, -1.78], [0.15, -1.90, -4.20], [-1.79, -0.38, -0.05], [-2.18, 0.34, -1.23], [-2.99, -0.23, -2.26], [-3.43, 0.55, -3.30], [-3.17, 1.93, -3.33], [-2.40, 2.51, -2.30], [-1.91, 1.74, -1.27], [-3.68, 2.75, -4.36], [-4.22, 3.47, -5.09], [-1.73, -1.44, -0.18], [-2.16, -0.10, 0.96], [-3.24, -1.30, -2.34], [-3.82, 0.04, -4.19], [-2.12, 3.57, -2.42], [-1.37, 2.21, -0.46], [-0.36, -1.27, 2.22], [-1.22, -1.75, 3.07], [-1.74, -0.86, 4.14], [-2.51, -1.37, 5.14], [-2.78, -2.75, 5.24], [-2.36, -3.57, 4.20], [-1.62, -3.08, 3.13], [-1.47, 0.17, 4.11], [-2.90, -0.80, 5.96], [-3.31, -3.08, 6.12], [-2.62, -4.63, 4.27], [-1.21, -3.71, 2.36]], "lowdin_charge": [0.082, 0.733, -0.553, -0.143, -0.107, -0.134, -0.691, 0.633, -0.682, 0.647, 0.096, 0.083, 0.094, 0.111, -0.528, 0.137, 0.115, -0.117, 0.016, -0.087, -0.007, -0.080, 0.028, 0.115, 0.110, 0.111, 0.129, -0.187, -0.310, -0.060, -0.074, -0.276, -0.042, -0.052, -0.234, 0.113, 0.021, 0.056, 0.108, 0.114, 0.116, 0.073, -0.090, -0.411, -0.010, -0.128, -0.124, -0.119, -0.051, 0.091, 0.085, 0.086, 0.094, 0.094], "s_squared": 6.078, "homo_energy_ev": [-3.239, -4.257], "e_above_lowest_kcal_mol": 0.0, "total_charge": -1, "total_energy_ev": -113383.115, "orbital_gap_ev": [5.1, 6.1], "multiplicity": 5, "e_lumo_ev": [1.85, 1.83]}

---

{"formula": "C23H18F3N3O7", "method": "the ωB97M-V functional and the def2-TZVPD basis", "species": ["C", "O", "C", "C", "C", "C", "C", "O", "C", "C", "C", "C", "C", "C", "C", "C", "C", "C", "C", "C", "N", "O", "O", "O", "N", "C", "O", "N", "C", "O", "C", "F", "F", "F", "C", "C", "H", "H", "H", "H", "H", "H", "H", "H", "H", "H", "H", "H", "H", "H", "H", "H", "H", "H"], "positions_angstrom": [[-4.98, -4.42, 0.28], [-5.46, -3.10, 0.41], [-4.57, -2.09, 0.49], [-5.12, -0.80, 0.59], [-4.29, 0.29, 0.68], [-2.90, 0.16, 0.65], [-2.12, 1.40, 0.72], [-2.60, 2.45, 1.08], [-0.64, 1.34, 0.31], [0.21, 2.19, 1.28], [1.67, 1.87, 1.10], [2.79, 2.65, 1.18], [3.88, 1.79, 0.91], [3.34, 0.55, 0.67], [3.97, -0.69, 0.25], [5.32, -0.91, 0.51], [5.96, -2.05, 0.08], [5.27, -3.01, -0.65], [3.93, -2.81, -0.93], [3.28, -1.67, -0.47], [1.88, -1.55, -0.83], [1.64, -1.45, -2.01], [1.05, -1.63, 0.04], [2.00, 0.61, 0.80], [-0.03, 3.60, 1.08], [-0.43, 4.18, -0.08], [-0.60, 5.37, -0.20], [-0.61, 3.31, -1.14], [-0.43, 1.90, -1.11], [0.85, 1.51, -1.53], [-1.44, 1.28, -2.11], [-1.11, 1.65, -3.36], [-1.46, -0.05, -2.09], [-2.70, 1.70, -1.93], [-2.36, -1.13, 0.56], [-3.19, -2.23, 0.49], [-5.87, -5.05, 0.22], [-4.39, -4.72, 1.16], [-4.38, -4.54, -0.62], [-6.19, -0.70, 0.60], [-4.71, 1.29, 0.74], [-0.26, 0.32, 0.32], [-0.09, 1.93, 2.30], [2.83, 3.69, 1.40], [4.91, 2.07, 0.86], [5.87, -0.16, 1.07], [7.01, -2.19, 0.30], [5.77, -3.90, -1.00], [3.38, -3.54, -1.51], [0.00, 4.22, 1.88], [-0.90, 3.76, -2.00], [1.02, 1.79, -2.44], [-1.30, -1.30, 0.57], [-2.74, -3.21, 0.43]], "lowdin_charge": [-0.081, -0.071, -0.266, 0.015, 0.002, -0.155, -0.309, 0.126, -0.068, -0.155, -0.208, 0.012, 0.016, -0.200, -0.067, -0.010, -0.066, -0.066, 0.000, -0.090, -0.344, 0.120, 0.092, 0.072, 0.142, -0.542, 0.076, 0.199, -0.367, 0.071, -0.547, 0.148, 0.185, 0.179, -0.006, 0.000, 0.094, 0.096, 0.097, 0.120, 0.124, 0.119, 0.175, 0.113, 0.112, 0.116, 0.108, 0.107, 0.125, 0.162, 0.162, 0.128, 0.095, 0.106], "homo_energy_ev": -8.352, "smiles": "COc1ccc(C(=O)[C@@H]2[C@@H](c3ccc(-c4ccccc4[N+](=O)[O-])o3)NC(=O)N[C@]2(O)C(F)(F)F)cc1", "total_energy_ev": -51096.428, "orbital_gap_ev": 8.2, "multiplicity": 1, "e_lumo_ev": -0.13}